Entry 1:
Entry from the OMol25 dataset: a cluster of 3 separate species, C38H67Cl2N7O5P2S2 in total (wB97M-V/def2-TZVPD).

SMILES: C#CC1=C(CCCO)C(=O)c2ccc(CCCSC(=S)N(CC)CC)c([C@H](Cl)[C@H](C)Cl)c2C1=O.CN(C)P(=O)(N(C)C)N(C)C.CN(C)P(=O)(N(C)C)N(C)C
Energy relative to the best compared isomer or geometry (same formula, charge and spin) in kcal per mole: 0.0
Total charge: 0
HOMO level in eV: -8.196

The geometry in XYZ format:
```
123
Properties=species:S:1:pos:R:3:forces:R:3:lowdin_charge:R:1
C -4.54940 -4.57367 -2.51578 -0.0013 -0.3559 -0.0891 0.147
C -4.07665 -5.24251 -1.62609 1.3233 0.4527 0.3207 -0.049
C -3.12124 -5.70052 -0.59633 -0.1533 -0.5642 -0.8243 -0.095
C -3.16595 -5.28460 0.67801 -0.3226 0.5120 0.3050 -0.076
C -4.23921 -4.27190 1.12395 0.5993 -0.0903 -0.2199 -0.121
C -5.71703 -4.80993 1.11657 0.4368 0.5285 -0.2248 -0.141
C -6.66777 -4.01413 0.15029 0.0677 -1.1216 0.0349 -0.256
O -8.01678 -4.04655 0.65567 0.4872 0.1116 -0.3639 -0.087
C -2.09598 -5.81847 1.64879 0.3913 -0.0110 -1.2104 -0.267
O -2.32901 -6.10177 2.79554 -0.0442 0.4192 -0.0210 0.128
C -0.70238 -6.00155 1.01544 -0.5007 -0.1322 -0.3759 -0.073
C 0.46216 -5.75041 1.76040 -0.0289 -0.2705 -0.9944 0.009
C 1.69564 -5.89921 1.09589 -0.9844 0.0674 0.0740 -0.011
C 1.75372 -6.28806 -0.26591 0.7339 -0.6024 0.1259 -0.160
C 3.18536 -6.35896 -0.86257 -0.5034 1.4681 0.6724 -0.127
C 3.51211 -4.88131 -1.34045 -0.6341 -0.8677 -0.8370 -0.269
C 4.52224 -4.82963 -2.51785 -0.4384 0.8620 0.6799 -0.469
S 4.90664 -3.06121 -2.87762 0.0938 0.3770 -0.8063 0.912
C 3.56339 -2.41816 -3.84378 -0.9349 -0.5475 0.0088 -1.049
S 2.13543 -3.21458 -4.03996 0.5249 -0.1688 0.0641 0.722
N 3.76275 -1.13061 -4.44019 0.3424 -0.2551 0.2661 -0.252
C 3.62814 -1.16505 -5.91674 -0.3453 -0.1522 -0.6376 -0.244
C 2.24048 -0.74400 -6.48359 -0.0050 0.3444 -0.2978 -0.118
C 2.95093 -0.09006 -3.79917 0.2270 0.9885 1.3380 -0.257
C 3.48510 0.30489 -2.36552 0.0329 0.2570 -0.4947 -0.071
C 0.58694 -6.58730 -1.02254 -0.4247 0.4185 0.8908 -0.173
C 0.70150 -7.04874 -2.49305 0.7045 -0.2078 0.9544 -0.575
Cl -0.35345 -6.09087 -3.60364 0.4511 -0.1317 0.2845 0.680
C 0.58650 -8.61943 -2.67330 -0.2064 0.0429 -0.8430 -0.654
C -0.33266 -9.07973 -3.82837 -0.3309 -0.7721 0.0973 -0.172
Cl 0.10880 -9.49227 -1.14596 0.2839 0.2369 -0.4789 0.644
C -0.65191 -6.43029 -0.34023 -0.0763 0.2691 -0.0699 -0.050
C -2.01204 -6.67912 -1.03549 0.2075 0.6035 0.8474 -0.293
O -2.20583 -7.56502 -1.82195 -0.0846 0.2564 0.0549 0.071
H -4.93744 -4.02104 -3.36249 0.0801 -0.4018 0.6176 0.053
H -3.91511 -3.85896 2.09843 -0.4890 -0.3327 -0.3348 0.116
H -4.17646 -3.42216 0.40512 0.0538 -0.5394 0.3636 0.116
H -5.71266 -5.85425 0.74900 -0.0412 0.3934 0.5824 0.115
H -6.08869 -4.74704 2.15913 -0.1011 -0.2037 -0.7485 0.116
H -6.31180 -2.98825 -0.05493 -0.4465 -0.3031 0.4615 0.116
H -6.69407 -4.54764 -0.82278 0.3426 0.4954 0.4325 0.094
H -8.38663 -4.85241 0.27324 -0.1840 0.2886 0.2890 0.082
H 0.37009 -5.42381 2.80291 0.1629 -0.2247 -0.4676 0.124
H 2.61332 -5.68462 1.66562 -0.3789 -0.1905 -0.5221 0.121
H 3.26667 -7.09004 -1.68411 0.2059 0.2851 0.5206 0.106
H 3.88377 -6.56424 -0.02644 -0.3287 -0.4705 -0.6849 0.115
H 3.84898 -4.24840 -0.49952 -0.0499 -0.4340 -0.3404 0.111
H 2.54223 -4.46944 -1.69186 0.7499 0.0261 0.1139 0.061
H 4.14442 -5.27998 -3.45302 0.1180 0.0669 0.5273 0.069
H 5.49636 -5.26389 -2.21313 -0.4699 0.2325 -0.3693 0.082
H 3.86366 -2.19691 -6.25078 -0.1094 0.6086 0.2102 0.108
H 4.39027 -0.49725 -6.37625 -0.3297 -0.3529 0.4693 0.117
H 2.09848 0.35615 -6.41995 0.1412 -0.6341 0.0068 0.067
H 1.37757 -1.21134 -5.98060 0.5557 0.0155 -0.1848 0.043
H 2.19476 -0.99681 -7.56439 0.0717 0.0600 0.6141 0.076
H 3.01186 0.84155 -4.39501 -0.0651 -0.7612 0.0293 0.116
H 1.88141 -0.37913 -3.68425 0.5663 0.0434 -0.4076 0.099
H 4.43243 -0.21302 -2.12099 -0.6005 0.0934 -0.0905 0.051
H 3.71160 1.39270 -2.35879 -0.2521 -0.6359 0.0979 0.057
H 2.71758 0.11111 -1.59545 0.4944 -0.0033 -0.2542 0.071
H 1.73876 -6.79400 -2.78355 -0.8488 0.0048 -0.1773 0.078
H 1.60178 -9.00165 -2.90323 -0.5456 0.2854 0.3692 0.097
H -1.34130 -8.63567 -3.80818 0.5947 -0.0547 0.2124 0.050
H 0.09603 -8.91177 -4.83582 0.0180 0.1227 0.6572 0.081
H -0.47081 -10.17596 -3.70387 0.1626 0.6380 -0.1959 0.072
C 1.57056 5.34173 0.66248 -0.3176 0.4330 0.1966 -0.133
N 2.25905 4.85221 -0.51988 0.8269 0.2415 0.1949 -0.299
C 3.70037 4.95824 -0.28992 0.2184 -0.3790 -0.3647 -0.149
P 1.78205 5.09235 -2.17335 -4.6788 -4.3504 5.1344 0.747
O 2.40509 3.81388 -2.70119 2.2940 2.6361 -2.2584 -0.314
N 0.14764 4.52275 -2.40045 -0.5518 -0.1054 -0.4903 -0.341
C -0.72821 4.18664 -1.29281 -0.1319 0.6238 0.2322 -0.149
C -0.03745 3.51121 -3.44148 0.3210 0.0215 -0.1214 -0.151
N 1.15989 6.70746 -1.79704 1.5365 0.9132 -2.9271 -0.269
C -0.01066 7.20438 -2.54832 -0.5008 -0.0392 -0.0780 -0.129
C 2.23283 7.70358 -2.07190 0.3927 0.1101 0.5657 -0.137
H 1.61330 6.43160 0.77816 -0.0237 0.0197 0.0070 0.082
H 2.01862 4.91043 1.56234 0.2494 -0.0605 -0.1986 0.078
H 0.53285 5.02912 0.71815 -0.0126 0.1257 -0.2596 0.049
H 4.02757 6.00380 -0.21449 0.0716 0.0196 0.1480 0.064
H 4.26366 4.48455 -1.09665 -0.1367 0.0327 -0.0395 0.070
H 3.98729 4.45379 0.63560 -0.1336 0.0081 0.0099 0.079
H -0.33824 3.35663 -0.69057 -0.0252 0.0183 0.0876 0.089
H -1.71896 3.90436 -1.66026 0.1320 -0.1123 -0.1997 0.080
H -0.91895 5.05120 -0.65447 0.1973 -0.0377 0.1100 0.063
H 0.25036 2.51131 -3.09470 0.0405 -0.0371 -0.1058 0.077
H 0.54465 3.75075 -4.33018 0.0605 -0.0960 0.0885 0.069
H -1.08487 3.47333 -3.75371 -0.0516 0.1420 0.1954 0.078
H 0.11878 7.09613 -3.62776 -0.1089 0.0848 -0.0014 0.088
H -0.17409 8.26272 -2.32578 0.3876 0.0107 0.0607 0.083
H -0.93208 6.71003 -2.25561 0.1877 -0.2638 -0.0291 0.067
H 2.48295 7.73583 -3.13705 -0.0727 0.1834 0.0192 0.081
H 3.14824 7.46441 -1.52741 -0.0547 -0.1479 0.0379 0.063
H 1.92944 8.70167 -1.75534 -0.1031 -0.0777 0.0176 0.082
C -0.84487 2.64489 4.87781 -0.2918 -0.3036 0.3587 -0.141
N -0.18234 3.93595 4.82053 0.9009 -0.3580 0.2811 -0.303
C 1.26086 3.71564 4.92454 0.2174 0.4553 -0.2385 -0.154
P -0.73033 5.42356 5.54310 -4.6158 -3.6147 -6.4133 0.761
O -0.11347 6.31693 4.47582 2.4436 1.4765 3.4051 -0.309
N -2.34979 5.77838 4.98329 -0.7455 0.5346 0.0166 -0.350
C -3.16360 4.81205 4.27005 -0.1204 -0.3819 0.5196 -0.152
C -2.53355 7.07909 4.33857 0.2850 0.0963 0.0733 -0.154
N -1.44954 4.52399 6.89384 1.4170 2.5000 2.1094 -0.271
C -2.68570 5.04607 7.51207 -0.5112 0.0564 -0.0207 -0.129
C -0.46514 4.48158 8.01168 0.4092 -0.6043 -0.0325 -0.139
H -0.84391 2.19391 5.87838 -0.0202 -0.0218 0.0176 0.078
H -0.34146 1.93936 4.21010 0.2448 0.2230 0.0113 0.083
H -1.86625 2.66940 4.51168 -0.0253 0.2191 0.1945 0.048
H 1.54559 3.32225 5.90960 0.0777 -0.1368 -0.0169 0.064
H 1.81325 4.64278 4.75761 -0.1422 0.0318 0.0349 0.070
H 1.60366 3.00238 4.17119 -0.1263 -0.0124 -0.0041 0.078
H -2.71290 4.51161 3.31560 -0.0227 -0.0929 -0.0207 0.088
H -4.15505 5.22478 4.06304 0.1222 0.2215 -0.0445 0.081
H -3.36643 3.92936 4.87928 0.1955 -0.0935 -0.0624 0.061
H -2.18849 7.07106 3.29795 0.0369 0.1210 -0.0003 0.079
H -1.99982 7.86235 4.87451 0.0677 -0.0486 -0.1193 0.069
H -3.59052 7.36033 4.34330 -0.0555 -0.2307 0.0753 0.077
H -2.59891 6.10342 7.77212 -0.1130 -0.0363 0.0674 0.089
H -2.91172 4.48493 8.42354 0.4008 -0.0536 0.0341 0.084
H -3.55599 4.91302 6.87709 0.2038 0.1215 -0.2002 0.066
H -0.26964 5.48268 8.40816 -0.0883 -0.0866 0.1606 0.081
H 0.49048 4.06557 7.68617 -0.0326 0.0104 -0.1639 0.064
H -0.82366 3.84949 8.82436 -0.0895 0.0098 -0.0810 0.082
```
Positions in Å, forces in eV/Å.



Entry 2:
Entry from the OMol25 dataset: a structure of composition C29H37As2CrN4O2S2 (wB97M-V/def2-TZVPD).

Multiplicity: 2
Energy relative to the best compared isomer or geometry (same formula, charge and spin) in kcal per mole: 14.5
Total charge: +2
HOMO level (alpha / beta) in eV: -13.991 / -13.948

The geometry in XYZ format:
```
77
Properties=species:S:1:pos:R:3:forces:R:3:lowdin_spin:R:1
Cr -1.69899 -0.40981 0.15453 -0.1161 0.2578 -0.1754 1.019
N -2.37534 1.08863 1.59294 0.0180 0.1038 -0.0183 0.000
N -2.59299 2.24855 0.81216 0.0397 0.0328 0.0370 -0.001
C -3.08464 1.96091 -0.47217 -0.1719 -0.2013 -0.1865 0.003
O -3.59962 2.78937 -1.16129 0.0457 0.0373 0.0744 0.000
O -2.87439 0.69171 -0.81973 0.0756 0.1904 0.0952 0.020
H -3.21829 0.83610 2.10563 -0.0111 -0.0495 0.0430 0.001
H -1.64412 1.27450 2.27114 0.0527 0.0164 0.0142 0.000
H -3.05899 3.01988 1.27108 -0.0397 0.0093 0.0100 0.000
C -3.55486 -1.63430 3.27617 -0.0343 -0.0066 0.0462 -0.005
As -2.82612 -2.13047 1.55514 -0.0283 0.0112 -0.0210 -0.010
C -1.78302 -3.70130 1.98059 -0.0359 -0.0509 0.0201 0.004
C -4.32661 -2.79767 0.55195 -0.0230 -0.0437 0.0179 -0.003
C -5.44639 -3.36810 1.14719 0.0062 0.0050 -0.0086 -0.001
C -6.47905 -3.83880 0.34958 -0.0008 -0.0018 -0.0131 0.000
C -6.39338 -3.74564 -1.03362 -0.0011 0.0017 0.0131 0.000
C -5.27547 -3.18011 -1.62959 -0.0003 0.0003 0.0048 -0.001
C -4.23939 -2.70307 -0.83505 -0.0474 -0.0325 -0.0224 -0.003
As -2.63728 -1.92395 -1.56957 0.0907 -0.0466 0.0075 -0.019
C -3.16870 -1.05749 -3.20044 -0.0178 -0.0068 -0.0517 -0.004
C -1.60429 -3.44286 -2.17694 0.0012 -0.0448 -0.0402 -0.003
H -3.85541 -2.53538 3.80916 -0.0175 0.0386 0.0260 -0.001
H -4.42533 -0.99189 3.14704 -0.0012 -0.0076 0.0063 0.000
H -2.79551 -1.11911 3.86385 0.0023 -0.0215 0.0083 0.000
H -2.46011 -4.47232 2.34595 0.0465 -0.0167 0.0059 0.000
H -1.04587 -3.46006 2.74435 -0.0007 0.0084 -0.0016 0.000
H -1.27242 -4.05522 1.08754 -0.0028 -0.0152 0.0080 0.000
H -5.52944 -3.44462 2.22456 0.0130 -0.0016 -0.0043 0.000
H -7.35500 -4.27714 0.80792 -0.0037 -0.0018 0.0014 0.000
H -7.20300 -4.11183 -1.65003 -0.0052 0.0019 -0.0012 0.000
H -5.22627 -3.10819 -2.70924 0.0103 0.0023 0.0050 0.000
H -3.46798 -1.81397 -3.92480 -0.0061 0.0423 -0.0152 -0.001
H -2.32481 -0.49117 -3.59105 -0.0045 -0.0112 -0.0110 0.000
H -3.98409 -0.37195 -2.98723 0.0034 -0.0048 -0.0051 0.000
H -2.25456 -4.11406 -2.73635 0.0232 -0.0030 -0.0018 -0.001
H -1.17410 -3.97739 -1.33255 -0.0092 -0.0083 -0.0015 0.000
H -0.80407 -3.08759 -2.82480 0.0011 -0.0026 0.0135 0.000
S 0.09905 -0.73360 1.64716 0.2061 -0.1290 0.0918 -0.011
C 1.49840 -0.21679 0.83277 -0.0458 0.0374 -0.5254 0.003
N 2.58054 0.20627 1.41983 0.0841 0.0818 0.1745 0.018
C 3.74372 0.65508 0.62997 -0.1110 -0.0564 0.0303 0.001
C 3.88289 -0.22182 -0.58082 -0.1280 0.0297 -0.0486 0.000
N 2.61216 -0.21394 -1.32454 0.1039 -0.0220 -0.1343 0.005
C 2.74980 -0.18557 -2.80464 -0.0838 -0.0468 0.1330 0.000
C 3.29190 1.14673 -3.24839 -0.0093 0.0029 -0.0320 0.000
C 4.54866 1.22900 -3.83367 0.0167 0.0224 0.0041 0.000
C 5.05112 2.46095 -4.23394 -0.0084 -0.0141 0.0030 0.000
C 4.29850 3.60868 -4.04402 -0.0092 0.0065 0.0059 0.000
C 3.03901 3.52951 -3.46019 0.0118 0.0056 -0.0126 0.000
C 2.53388 2.30199 -3.06606 0.0157 0.0080 0.0017 0.000
C 1.47101 -0.20399 -0.69724 0.0374 0.0524 0.4815 0.000
S -0.03665 -0.14480 -1.46897 0.0119 -0.1214 0.0565 -0.015
C 2.69532 0.43111 2.88519 -0.0423 -0.0992 -0.1429 0.000
C 2.96016 1.88870 3.15152 -0.0033 -0.0053 0.0193 0.001
C 4.13931 2.28811 3.76430 0.0042 0.0255 0.0128 0.000
C 4.38172 3.63693 3.99439 -0.0123 -0.0210 0.0001 0.000
C 3.44965 4.58389 3.60227 -0.0088 0.0146 -0.0055 0.000
C 2.26790 4.18776 2.98540 -0.0017 -0.0024 0.0077 0.000
C 2.02222 2.84351 2.76432 0.0257 0.0071 0.0022 0.000
H 4.62159 0.58859 1.26867 0.0110 -0.0198 -0.0161 0.000
H 3.59872 1.70276 0.35825 0.0268 -0.0026 -0.0241 0.001
H 4.13314 -1.25456 -0.32707 0.0211 0.0157 0.0409 0.000
H 4.64831 0.17807 -1.24283 0.0041 0.0013 0.0075 0.000
H 1.77491 -0.40397 -3.23327 0.0251 0.0064 -0.0035 0.000
H 3.43580 -0.99499 -3.05851 -0.0021 0.0127 -0.0314 0.000
H 5.13357 0.33023 -3.99392 0.0005 -0.0050 0.0001 0.000
H 6.02601 2.52066 -4.69792 0.0042 -0.0041 -0.0016 0.000
H 4.68741 4.56717 -4.35941 0.0000 0.0061 -0.0001 0.000
H 2.44660 4.42473 -3.32843 -0.0046 0.0035 0.0020 0.000
H 1.54032 2.24281 -2.63440 -0.0029 -0.0087 0.0050 0.000
H 3.51841 -0.19292 3.23509 -0.0055 0.0086 0.0237 0.000
H 1.77605 0.07990 3.34503 0.0133 0.0242 0.0138 0.000
H 4.86693 1.54793 4.07678 0.0042 -0.0029 -0.0045 0.000
H 5.29754 3.94455 4.47993 0.0056 -0.0006 0.0014 0.000
H 3.63884 5.63373 3.77950 0.0011 0.0047 0.0014 0.000
H 1.53922 4.92870 2.68566 -0.0019 0.0067 -0.0019 0.000
H 1.09628 2.53469 2.28820 -0.0046 -0.0031 -0.0148 0.000
```
Positions in Å, forces in eV/Å.